#one
C14H14N2O3S | ωB97M-V/def2-TZVPD

CARTESIAN COORDINATES (ANGSTROEM)
C  -6.593  -1.035  -0.150
O  -5.840  0.153  -0.203
C  -4.495  0.083  -0.031
C  -3.778  -1.087  0.196
C  -2.403  -1.038  0.349
C  -1.718  0.169  0.284
C  -0.255  0.229  0.442
N  0.457  -0.872  0.091
N  0.195  1.305  0.968
O  1.599  1.440  1.115
C  2.341  1.548  0.018
O  1.948  1.427  -1.113
C  3.794  1.786  0.414
C  4.576  0.556  0.097
C  5.617  0.406  -0.762
C  6.095  -0.923  -0.831
C  5.404  -1.770  -0.031
S  4.153  -0.961  0.832
C  -2.443  1.342  0.069
C  -3.808  1.300  -0.090
H  -7.627  -0.736  -0.312
H  -6.507  -1.522  0.827
H  -6.293  -1.737  -0.934
H  -4.277  -2.041  0.261
H  -1.871  -1.957  0.551
H  0.043  -1.526  -0.550
H  1.463  -0.823  0.079
H  3.830  2.017  1.480
H  4.184  2.623  -0.166
H  6.035  1.219  -1.328
H  6.918  -1.228  -1.452
H  5.544  -2.822  0.116
H  -1.910  2.277  0.027
H  -4.379  2.199  -0.263

## Properties
- HOMO-LUMO gap (Eh) = 0.3398
- net charge = 0
- HOMO level (eV) = -8.59
- lowest unoccupied orbital energy (eV) = 0.662

---

#two
C14H14N2O3S | ωB97M-V/def2-TZVPD

CARTESIAN COORDINATES (ANGSTROEM)
C  -4.491  0.595  2.031
C  -3.018  0.544  1.746
C  -2.370  -0.686  1.662
C  -0.998  -0.795  1.494
C  -0.250  0.379  1.506
S  1.527  0.217  1.446
N  1.855  -0.718  2.918
C  3.066  -0.546  3.342
O  4.116  0.144  3.116
O  1.842  -0.628  0.288
O  2.105  1.536  1.580
C  -0.852  1.648  1.453
C  -2.241  1.699  1.613
H  -4.820  1.629  2.094
H  -5.081  0.089  1.265
H  -4.717  0.067  2.961
H  -2.962  -1.585  1.760
H  -0.545  -1.780  1.405
H  -0.292  2.572  1.330
H  -2.739  2.662  1.669
C  1.421  -3.411  7.216
C  2.552  -2.910  6.372
C  3.845  -3.330  6.655
C  4.889  -2.827  5.855
C  4.552  -1.952  4.805
N  3.297  -1.565  4.521
C  2.307  -2.032  5.307
H  0.489  -2.947  6.879
H  1.303  -4.503  7.177
H  1.549  -3.206  8.288
H  4.008  -4.018  7.467
H  5.931  -3.071  6.002
H  5.313  -1.520  4.179
H  1.319  -1.671  5.049

## Properties
- HOMO-LUMO gap (Eh) = 0.2992
- net charge = 0
- HOMO level (eV) = -9.01
- lowest unoccupied orbital energy (eV) = -0.866

---

Stability, lowest: #one

---

#one
C28H35F21O14 | ωB97M-V/def2-TZVPD

CARTESIAN COORDINATES (ANGSTROEM)
C  -2.624  0.646  4.181
C  -3.334  1.972  4.357
O  -4.722  1.712  4.536
C  -5.470  2.757  4.766
O  -5.103  3.893  4.753
C  -6.926  2.360  5.080
F  -7.130  1.044  5.027
F  -7.256  2.795  6.290
F  -7.736  2.941  4.183
H  -1.592  0.834  3.898
H  -3.181  0.043  3.462
H  -2.679  0.051  5.096
H  -3.176  2.609  3.483
H  -2.923  2.547  5.191
C  -1.771  -5.565  -4.592
C  -1.704  -4.292  -3.781
O  -2.737  -3.390  -4.187
C  -2.477  -2.593  -5.207
O  -1.529  -2.630  -5.926
C  -3.628  -1.576  -5.392
F  -4.106  -1.699  -6.636
F  -4.621  -1.729  -4.535
F  -3.149  -0.330  -5.269
H  -2.680  -6.122  -4.367
H  -0.898  -6.198  -4.433
H  -1.782  -5.339  -5.658
H  -0.723  -3.829  -3.914
H  -1.804  -4.474  -2.718
C  5.772  3.141  1.740
C  4.281  2.927  1.845
O  4.033  2.117  2.999
C  2.776  1.948  3.357
O  1.820  2.438  2.828
C  2.642  1.067  4.616
F  2.379  1.814  5.685
F  1.636  0.207  4.453
F  3.760  0.370  4.844
H  6.030  3.895  1.002
H  6.262  2.218  1.404
H  6.262  3.305  2.700
H  3.927  2.389  0.963
H  3.740  3.874  1.864
C  7.043  4.356  -5.218
C  5.602  4.222  -5.661
O  4.689  4.404  -4.547
C  4.553  3.388  -3.732
O  5.118  2.337  -3.801
C  3.529  3.681  -2.614
F  4.143  3.905  -1.453
F  2.764  4.735  -2.924
F  2.728  2.628  -2.470
H  7.334  3.557  -4.540
H  7.210  5.303  -4.707
H  7.674  4.311  -6.107
H  5.353  3.262  -6.111
H  5.363  5.015  -6.365
C  -0.154  1.526  -4.673
C  -1.139  2.611  -4.298
O  -0.645  3.235  -3.091
C  -1.127  4.409  -2.743
O  -1.962  5.059  -3.286
C  -0.425  4.924  -1.464
F  -1.320  5.144  -0.494
F  0.485  4.064  -1.011
F  0.182  6.091  -1.738
H  -0.569  0.936  -5.490
H  -0.051  0.813  -3.847
H  0.838  1.889  -4.925
H  -2.135  2.213  -4.126
H  -1.122  3.368  -5.082
C  -0.057  -8.405  5.963
C  -1.031  -8.448  4.789
O  -1.017  -7.237  4.033
C  -1.718  -6.218  4.491
O  -2.174  -6.133  5.597
C  -1.944  -5.114  3.441
F  -1.505  -3.954  3.915
F  -1.293  -5.362  2.293
F  -3.244  -5.028  3.184
H  0.101  -9.432  6.298
H  -0.469  -7.782  6.750
H  0.915  -8.021  5.656
H  -2.043  -8.628  5.152
H  -0.755  -9.249  4.109
C  1.270  0.849  -0.174
C  0.371  0.060  0.730
O  -0.551  -0.750  -0.026
C  -1.165  -1.695  0.657
O  -1.061  -1.910  1.826
C  -2.173  -2.443  -0.237
F  -1.907  -2.306  -1.537
F  -2.277  -3.725  0.067
F  -3.385  -1.880  -0.022
H  0.770  1.468  -0.918
H  1.917  0.202  -0.773
H  1.877  1.466  0.485
H  -0.225  0.710  1.375
H  0.957  -0.572  1.399

## Properties
- HOMO-LUMO gap (Eh) = 0.4206
- net charge = 0
- HOMO level (eV) = -11.07
- lowest unoccupied orbital energy (eV) = 0.376

---

#two
C28H35F21O14 | ωB97M-V/def2-TZVPD

CARTESIAN COORDINATES (ANGSTROEM)
C  -27.849  16.885  -21.912
C  -26.451  17.336  -22.298
O  -26.422  17.471  -23.717
C  -25.346  18.040  -24.234
O  -24.502  18.636  -23.639
C  -25.292  17.875  -25.773
F  -25.419  19.072  -26.358
F  -24.105  17.368  -26.110
F  -26.239  17.061  -26.234
H  -28.690  17.531  -22.150
H  -27.913  16.757  -20.824
H  -28.014  15.875  -22.301
H  -25.726  16.603  -21.960
H  -26.290  18.308  -21.830
C  -20.630  14.653  -36.507
C  -21.035  15.316  -35.204
O  -20.037  16.214  -34.725
C  -19.051  15.753  -33.989
O  -18.841  14.614  -33.697
C  -18.062  16.877  -33.607
F  -17.766  17.630  -34.681
F  -18.589  17.689  -32.681
F  -16.941  16.362  -33.138
H  -20.144  15.330  -37.201
H  -21.526  14.219  -36.954
H  -19.975  13.810  -36.279
H  -21.324  14.576  -34.456
H  -21.944  15.906  -35.331
C  -26.562  12.623  -24.152
C  -25.290  12.369  -23.356
O  -24.123  12.839  -24.041
C  -23.894  14.128  -23.988
O  -24.557  14.959  -23.435
C  -22.659  14.522  -24.816
F  -21.850  13.501  -25.082
F  -23.084  15.044  -25.967
F  -21.940  15.448  -24.179
H  -27.028  13.568  -23.876
H  -27.277  11.813  -24.012
H  -26.405  12.684  -25.232
H  -25.145  11.307  -23.182
H  -25.404  12.832  -22.375
C  -20.287  17.832  -25.777
C  -19.936  18.205  -27.179
O  -20.180  17.067  -28.021
C  -20.232  17.229  -29.323
O  -20.214  18.257  -29.932
C  -20.450  15.871  -30.027
F  -19.466  15.584  -30.877
F  -20.607  14.865  -29.180
F  -21.591  15.992  -30.748
H  -19.802  16.908  -25.472
H  -21.368  17.706  -25.680
H  -20.033  18.658  -25.116
H  -18.895  18.523  -27.286
H  -20.514  19.064  -27.528
C  -16.733  22.565  -26.683
C  -16.262  21.131  -26.616
O  -15.915  20.689  -25.305
C  -16.891  20.213  -24.568
O  -18.044  20.112  -24.876
C  -16.417  19.720  -23.186
F  -16.878  20.553  -22.239
F  -16.927  18.502  -22.960
F  -15.087  19.649  -23.087
H  -16.009  23.285  -26.303
H  -17.672  22.688  -26.142
H  -16.889  22.817  -27.733
H  -15.335  21.036  -27.192
H  -16.924  20.472  -27.181
C  -21.865  18.835  -33.144
C  -22.700  20.096  -32.964
O  -22.999  20.712  -34.210
C  -24.236  20.602  -34.673
O  -25.002  19.720  -34.431
C  -24.541  21.692  -35.728
F  -25.075  22.773  -35.149
F  -23.428  22.071  -36.361
F  -25.404  21.223  -36.627
H  -22.283  18.257  -33.966
H  -21.806  18.272  -32.215
H  -20.836  19.105  -33.389
H  -22.158  20.823  -32.354
H  -23.567  19.869  -32.339
C  -14.851  14.722  -24.272
C  -15.322  13.528  -25.042
O  -16.460  13.921  -25.826
C  -17.312  12.977  -26.141
O  -17.267  11.826  -25.822
C  -18.470  13.545  -26.985
F  -18.037  14.461  -27.866
F  -19.038  12.569  -27.685
F  -19.401  14.098  -26.207
H  -14.465  15.521  -24.903
H  -14.083  14.424  -23.557
H  -15.657  15.152  -23.675
H  -15.560  12.702  -24.370
H  -14.572  13.113  -25.720

## Properties
- HOMO-LUMO gap (Eh) = 0.4240
- net charge = 0
- HOMO level (eV) = -11.11
- lowest unoccupied orbital energy (eV) = 0.429

---

Stability, lowest: #two